The following is a DFT calculation (wB97M-V/def2-TZVPD) of C45H71BrGeN3O4SeW as an isolated structure in a non-equilibrium geometry.

Each line ends with the Löwdin spin population.
Positions of all 127 atoms, in Å:
H 0.35 -3.56 -2.03  0.000
H 4.38 -3.62 -2.21  0.000
C 2.31 2.94 0.18  -0.001
C -0.96 1.04 1.97  0.008
C 0.07 2.26 -3.71  0.005
C 2.82 -2.34 -1.54  0.022
C -1.76 0.63 0.78  0.005
C -7.01 -1.83 -1.95  0.000
H 2.75 -1.05 1.85  0.000
C -1.59 2.76 5.31  0.001
H -5.75 -4.75 -0.57  0.000
H -2.66 -5.78 -2.38  0.000
H -6.22 -1.19 0.62  0.000
C 5.20 1.81 -3.66  0.000
H 3.69 -0.43 5.24  0.000
H -3.55 1.87 4.94  0.000
Ge 5.60 1.86 -1.75  0.001
C -1.56 -3.97 -2.95  0.000
H -7.43 -4.31 -0.92  0.000
C -1.00 3.34 -1.81  0.000
C -1.13 2.55 -0.51  0.008
H -1.86 -0.46 0.75  0.001
H -2.57 0.99 6.12  0.000
H 1.98 -1.86 3.22  0.000
H 5.99 2.32 -4.21  0.000
H 5.11 0.79 -4.02  0.000
C -4.63 -2.30 -1.35  0.001
Br -0.14 -2.82 1.12  0.015
H 3.71 -1.50 3.27  0.000
H 1.02 5.02 -2.09  0.000
C 1.05 0.75 3.32  0.009
C -2.37 0.74 -1.51  0.004
H 6.42 4.26 -1.55  0.000
H -6.87 -0.76 -1.83  0.000
C 4.14 0.87 -0.82  0.015
C -4.17 -0.99 -1.21  0.000
H -2.01 -3.02 -4.86  0.000
H 1.99 -4.92 1.14  -0.001
C 3.48 1.25 3.06  0.001
H -8.05 -2.06 -1.72  0.000
H 1.04 2.10 -4.18  0.000
H 3.34 2.23 3.52  0.000
H -1.73 -5.90 -3.87  0.000
C -2.01 4.14 4.79  0.001
C 2.79 -1.39 -2.72  0.008
C 2.73 -1.13 2.93  0.001
H -4.85 -0.20 -0.90  0.000
C -1.96 -1.67 -1.87  0.007
H -3.20 1.41 -1.28  0.000
W 0.64 -0.35 -0.88  1.590
C 3.35 -4.38 -0.45  0.020
C 0.88 4.37 -2.95  0.000
C 0.37 0.60 2.10  0.001
C 2.47 0.23 3.59  0.001
H -1.22 3.55 7.28  0.000
H 4.27 0.85 0.26  0.000
C -0.90 1.98 4.20  0.009
H -0.56 -4.86 -1.23  0.000
H -0.61 2.69 -4.46  0.000
H -2.78 1.02 0.89  0.000
C -1.57 1.73 3.00  -0.002
H -2.03 0.97 -2.52  0.000
H -0.28 2.78 0.14  0.001
C 3.62 -3.46 -1.46  -0.004
C -2.85 -0.67 -1.48  0.003
C 2.28 -4.18 0.40  -0.005
H -0.58 -4.05 -4.88  0.000
H 5.74 3.74 -0.01  0.000
H 0.31 4.93 -3.71  0.000
H 3.94 -5.28 -0.36  0.001
C -2.40 -2.96 -2.17  0.001
C 2.72 0.05 5.10  0.000
H 7.42 0.90 -0.24  0.000
H -1.88 3.20 -2.45  0.000
O 1.76 -0.60 -2.67  0.050
H 0.90 1.62 5.25  0.000
H 3.37 1.36 1.99  0.000
C 1.53 -3.02 0.27  0.021
N 0.23 3.13 -2.55  0.002
H 4.16 -0.16 -1.17  0.000
C 7.26 0.93 -1.31  0.001
N -1.26 1.06 -0.56  0.008
H 7.24 -0.09 -1.70  0.000
H -0.50 -2.46 -4.12  0.000
H -6.27 -4.44 -2.24  0.000
C -1.13 -3.33 -4.28  0.001
H 8.11 1.45 -1.76  0.000
C -3.74 -3.23 -1.86  0.000
H 1.81 2.52 1.05  0.000
H -5.72 -2.81 1.12  0.000
H -2.69 4.06 3.94  0.000
N 1.85 -2.09 -0.63  0.009
C -6.37 -2.26 0.44  0.000
H 0.23 3.50 6.27  0.000
H -1.14 4.72 4.47  0.000
H 3.32 3.24 0.44  0.000
C -0.31 -4.41 -2.19  0.001
H -0.31 1.28 -3.43  0.004
H -6.82 -2.08 -2.99  0.000
C -0.69 2.96 6.53  0.000
C -6.39 -4.12 -1.20  0.000
H -3.25 -5.01 -3.87  0.000
H -3.34 2.52 6.57  0.000
H -0.40 2.01 6.99  0.000
Se 2.41 1.64 -1.28  -0.003
H 1.96 -0.57 5.56  0.000
H 4.68 4.22 -1.34  0.000
H 1.86 4.14 -3.37  0.000
H 0.24 -5.15 -2.77  0.000
C -6.08 -2.63 -1.02  0.000
H -4.10 -4.23 -2.04  0.000
O 0.90 -0.01 1.01  0.087
C -2.36 -5.23 -3.28  0.000
C 5.60 3.70 -1.09  0.000
H -1.05 4.39 -1.51  0.000
H 4.50 0.92 3.27  0.000
H -2.52 4.70 5.57  0.000
H 4.26 2.32 -3.87  0.000
O -0.65 -1.30 -2.01  0.075
H -2.59 2.07 2.87  0.000
H 1.77 3.80 -0.20  0.000
H -7.41 -2.49 0.69  0.000
H 2.76 1.00 5.63  0.000
C -2.84 1.98 5.76  0.001
C 0.38 1.46 4.32  -0.002
O 3.64 -1.44 -3.57  0.017
H -2.02 2.92 0.01  0.001

energy = -9341.88955 Eh
HOMO level (spin up / spin down) = -9.991 / -10.558 eV
spin multiplicity = 3
largest force on an atom = 1.5 eV/A
charge = +1
ΔE to the lowest compared entry with this formula, charge and spin = 0.0 kcal per mole
orbital gap (spin up / spin down) = 6.7 / 7.1 eV
LUMO (spin up / spin down) = -0.120 / -0.129 Eh

***

The following is a DFT calculation (wB97M-V/def2-TZVPD) of C45H71IrN4O2SSe as an isolated structure in a non-equilibrium geometry.

Each line ends with the Löwdin spin population.
Positions of all 125 atoms, in Å:
H -2.50 -2.80 -2.81  0.001
H 1.65 3.94 -2.69  0.002
H -2.32 5.28 5.65  0.000
C -1.85 3.08 -2.30  0.038
H -3.46 6.49 2.40  0.000
H 0.64 -0.81 -3.07  0.006
H 1.69 1.41 -2.35  0.001
H -3.27 -3.94 -1.70  0.003
H 2.90 1.35 -3.64  0.002
C 1.71 7.15 -1.63  0.064
C -2.57 3.46 0.08  0.042
C -2.33 4.36 1.10  0.002
C -2.73 2.09 0.43  0.025
N 0.97 -6.19 -2.09  0.000
H -2.25 5.40 0.85  -0.001
C -2.22 3.99 2.44  0.027
H -4.43 3.99 -2.76  0.000
H -1.41 5.59 -1.32  0.000
H -1.83 -2.39 2.27  0.002
C 1.80 6.07 -2.49  -0.005
C 1.77 -7.40 -2.13  0.000
H 4.20 -2.01 -3.04  0.000
C 1.96 -1.70 1.57  0.016
H -1.97 2.28 3.73  0.000
H 3.27 -4.81 1.28  0.000
C 1.37 6.96 -0.30  -0.006
H 1.36 -8.10 -2.85  0.000
H 1.00 -6.05 -4.15  0.000
C 4.09 -0.93 -3.04  0.000
H 5.26 -2.60 3.60  0.002
H -3.18 -3.45 0.58  0.001
H 4.90 -0.49 -2.46  0.000
H -0.10 5.36 3.50  0.000
C -4.35 -1.56 -1.37  0.015
H -2.09 3.28 -3.34  0.001
H -3.11 6.02 -1.08  0.000
H -3.87 -1.88 0.97  0.000
C -2.24 5.06 3.51  0.003
C 1.14 5.68 0.18  0.054
C -1.74 -2.02 1.24  0.006
H 1.84 -7.86 -1.15  0.000
H -0.56 -7.87 -1.05  0.000
C 4.50 -2.08 3.02  0.012
H 0.00 -0.66 2.77  0.004
N 0.20 -6.30 0.12  0.000
H -1.58 -3.43 -1.43  0.001
N -3.01 -1.98 -0.94  0.079
H 3.41 1.49 -1.95  0.004
H 0.24 -8.38 0.45  0.000
H -2.55 5.58 -2.68  0.000
C -4.24 3.65 -1.74  0.002
C 3.55 -4.25 2.17  0.013
H 1.29 7.80 0.37  -0.002
C 3.35 -1.70 -0.36  0.000
C 2.46 -0.92 -1.07  0.130
H 1.70 -2.20 -3.37  0.000
C 0.62 -5.57 -0.93  0.001
Ir -1.65 -0.06 -1.04  2.336
O -3.21 1.21 -0.41  0.152
H -4.64 -0.66 -0.83  0.001
H 4.26 -2.01 -0.85  -0.003
C 4.16 -2.90 1.76  0.021
C 1.27 -0.48 -0.42  0.138
H 2.66 -4.12 2.78  0.000
H 5.29 -3.76 0.12  0.000
C 1.63 -1.11 -3.41  0.011
N -1.45 -0.58 1.25  0.126
C 2.72 -0.49 -2.51  0.012
H 2.79 -7.14 -2.45  0.000
C 3.14 -2.11 0.95  0.176
C -1.00 5.96 3.41  0.002
H -3.15 3.84 5.07  0.000
C 1.57 4.79 -2.03  0.050
H 1.91 8.15 -1.99  0.004
H 6.16 -3.67 1.64  0.000
C 5.46 -3.15 1.00  0.000
Se 0.98 2.86 0.02  0.745
H 4.88 -1.11 2.74  0.000
H 0.02 0.79 1.74  0.004
H -1.35 -7.62 0.51  0.000
H 2.06 -4.88 -3.34  0.000
C -2.56 -3.10 -1.76  0.014
C -0.09 -0.31 1.73  0.014
H -4.39 5.26 3.26  0.000
H 4.27 -4.83 2.73  0.002
H -5.09 -2.35 -1.20  0.004
C 2.67 1.04 -2.62  0.013
H -1.01 6.69 4.21  0.000
S 0.68 -3.90 -0.83  0.007
C -2.40 0.20 2.07  0.008
C -2.27 4.47 4.93  0.000
H 2.05 6.24 -3.53  -0.002
H -4.47 2.59 -1.68  0.000
C -2.38 1.68 1.75  0.031
C -2.76 3.89 -1.37  0.006
C 1.09 -5.39 -3.29  0.000
H 1.77 -0.79 -4.43  0.001
H -0.81 3.35 -2.13  0.007
C -3.51 5.90 3.31  0.001
H 3.63 -1.94 3.66  0.000
H 0.61 -4.78 1.47  0.000
H 0.29 -6.37 2.19  0.000
O 0.43 0.32 -1.01  0.367
C 0.00 -5.67 1.41  0.000
C -2.16 2.62 2.72  -0.001
H -1.38 3.89 5.13  0.000
H 1.75 -2.00 2.59  -0.002
H 5.92 -2.21 0.70  0.000
C 1.25 4.59 -0.68  0.063
H 0.31 -4.65 -3.32  0.000
H 0.88 5.51 1.21  0.001
C -2.44 5.37 -1.62  0.002
H -1.05 -5.39 1.55  0.000
H 4.20 -0.59 -4.07  0.000
H -0.89 -2.51 0.77  0.001
H -3.41 -0.17 1.88  0.001
H -0.98 6.50 2.47  0.000
H -4.89 4.19 -1.06  0.000
C -0.39 -7.62 0.00  0.000
H -1.94 1.99 -2.14  0.028
C 1.05 -0.89 0.93  0.101
H -3.64 6.59 4.15  0.000
H -4.34 -1.33 -2.43  0.002
H -2.17 0.05 3.13  0.003
C -3.02 -2.37 0.49  0.003

energy = -5030.41817 Eh
HOMO level (spin up / spin down) = -9.252 / -9.448 eV
spin multiplicity = 6
largest force on an atom = 2.4 eV/A
charge = +1
orbital gap (spin up / spin down) = 7.4 / 4.2 eV
LUMO (spin up / spin down) = -0.069 / -0.193 Eh

***

The following is a DFT calculation (wB97M-V/def2-TZVPD) of a 17-piece molecular cluster, C45H72BFN17O4 overall in a non-equilibrium geometry.

Each line ends with the Löwdin spin population.
Positions of all 140 atoms, in Å:
H -1.00 -6.15 -2.94  0.000
H 5.43 2.10 -0.93  0.000
H 0.43 -2.91 -1.16  0.001
C 0.21 -0.63 -2.46  0.017
O 2.49 -0.44 -4.46  0.001
C 1.16 -4.12 8.36  0.000
H -1.32 2.17 1.40  0.000
N 2.48 3.55 0.60  0.000
H -0.76 -3.19 -2.42  0.000
N 0.98 -5.65 10.46  0.000
H -1.78 2.69 -0.54  0.000
H -1.76 1.61 -1.97  0.000
C -0.91 1.15 1.34  0.001
C -2.00 5.43 -0.36  0.000
F 4.19 0.60 -3.64  0.000
C 0.16 -5.99 -0.04  0.000
C -2.19 0.39 9.05  0.000
C -3.02 1.38 4.29  0.000
H 1.80 -6.95 0.86  0.000
H 1.77 -2.80 0.98  0.001
H -1.75 9.28 2.71  0.000
H -2.85 1.23 -0.63  0.001
N -1.07 -0.66 -0.26  0.389
C -4.95 1.29 -2.47  0.000
C -1.34 -3.43 3.07  0.002
H -5.97 -3.38 -4.37  0.000
C 2.01 1.10 -2.71  0.002
C 2.68 5.12 -1.47  0.000
H -1.59 0.49 1.89  0.000
H -3.18 0.41 6.16  0.000
H 6.32 -4.84 -0.64  0.000
C -0.89 -3.19 4.45  0.000
C 5.02 -5.10 0.98  0.000
H 2.16 -4.18 7.95  0.000
H -0.40 1.30 8.43  0.000
C -6.64 0.46 2.81  0.000
N 8.22 1.18 0.17  0.000
H 0.72 -1.47 -2.94  0.001
C 4.77 5.01 -6.52  0.000
N -2.09 4.75 0.55  0.000
H -2.57 7.77 2.28  0.000
H -1.31 -3.23 -0.74  0.000
H 1.66 -0.33 1.50  0.002
H 0.07 1.19 1.83  0.000
H -2.62 6.04 -2.27  0.000
C 5.89 1.12 -0.98  0.000
C 2.63 -2.32 1.46  0.001
C -2.82 -5.19 -2.58  0.000
H 1.31 1.39 0.17  0.001
C -2.27 -1.19 -2.45  0.007
N -3.49 1.92 3.41  0.000
H -0.90 6.26 -1.94  0.000
H 5.13 2.35 -5.89  0.000
H -5.78 -4.31 -2.87  0.000
C 1.06 -4.98 9.55  0.000
C -7.47 0.63 1.61  0.000
C 5.26 -4.83 -0.44  0.000
H 2.64 -2.64 2.51  0.000
H -3.51 9.26 2.49  0.000
H -7.02 1.34 -2.07  0.000
C -0.62 -2.74 -1.43  -0.002
H 6.58 5.95 -7.06  0.000
H -2.28 -0.30 -3.08  0.000
H 4.30 1.39 -7.11  0.000
C 6.05 5.65 -6.16  0.000
C 1.60 -6.28 0.03  0.000
H -0.27 0.30 9.89  0.000
C 2.63 -0.80 1.33  0.004
C -1.87 1.65 -0.88  0.002
H 0.94 -3.09 8.64  0.000
H -6.04 2.38 -1.03  0.000
C -7.73 -4.28 -3.66  0.000
N -8.11 0.76 0.68  0.000
H 4.77 -5.60 -1.04  0.000
H 6.66 4.95 -5.60  0.000
H 5.11 0.58 -5.76  0.000
C 1.28 0.19 -1.66  0.001
H 3.55 -2.69 1.00  0.000
N 7.35 1.29 -7.85  0.000
H 0.44 -4.44 7.61  0.000
C -6.43 -3.64 -3.42  0.000
H -2.09 7.35 -1.21  0.000
C 0.61 1.19 -0.65  0.017
N -3.41 -4.22 -2.49  0.000
C -2.57 8.85 2.14  0.000
N 3.79 4.52 -6.81  0.000
H 2.15 -5.36 0.18  0.000
H 2.61 1.87 -2.22  0.000
H -0.87 -4.33 2.68  0.000
H 4.85 -3.86 -0.71  0.000
C -1.90 6.32 -1.52  0.000
H 0.50 2.14 -1.19  0.001
C -0.95 -1.23 -1.61  0.028
C 2.57 4.23 -0.30  0.000
C 7.21 1.15 -0.33  0.000
H -1.06 -2.58 2.45  0.000
H -3.13 -1.18 -1.78  0.001
H -1.04 1.89 9.97  0.000
H 3.68 5.05 -1.89  0.000
C -0.89 1.01 9.35  0.000
H 3.78 -1.90 -1.61  0.000
H -2.06 -6.97 -1.78  0.000
O 2.82 -1.93 -1.63  0.000
H -5.62 0.20 2.53  0.000
H -6.03 0.62 -0.79  0.000
C -2.03 -6.41 -2.71  0.000
N -8.74 -4.78 -3.84  0.000
H 1.93 -6.75 -0.90  0.000
H -1.92 -0.22 5.09  0.000
H 1.22 1.62 -3.28  0.000
N -0.95 -5.74 -0.10  0.000
O -0.44 -1.31 0.64  0.489
N -3.19 -0.09 8.83  0.000
N -4.06 1.20 -3.16  0.000
O 3.17 -0.32 0.08  0.000
B 2.44 -0.71 -1.03  0.001
H -1.68 1.33 5.91  0.000
H -2.42 -3.55 3.05  0.000
H 3.30 -0.41 2.12  0.000
C 2.85 0.32 -3.69  0.000
C 5.16 1.42 -6.45  0.000
C -6.08 1.41 -1.53  0.000
N -0.54 -3.01 5.52  0.000
H -6.57 -2.73 -2.83  0.000
H 5.85 6.53 -5.55  0.000
H -2.32 -2.03 -3.13  0.000
H 6.00 0.83 -2.02  0.000
H 5.25 0.40 -0.47  0.000
C -0.81 0.78 -0.18  0.029
H -0.19 -0.01 -3.27  0.001
H 1.95 4.82 -2.22  0.000
C 6.39 1.35 -7.24  0.000
N -2.25 9.39 -0.39  0.000
H 2.48 6.15 -1.17  0.000
C -2.41 0.68 5.43  0.000
H -6.62 1.39 3.38  0.000
H -2.43 -7.03 -3.51  0.000
C -2.39 9.16 0.71  0.000
N 4.83 -5.30 2.09  0.000
H -7.05 -0.33 3.44  0.000

energy = -3114.27872 Eh
HOMO level (spin up / spin down) = -8.670 / -9.802 eV
spin multiplicity = 2
largest force on an atom = 4.4 eV/A
orbital gap (spin up / spin down) = 8.4 / 9.5 eV
LUMO (spin up / spin down) = -0.009 / -0.009 Eh

***

> Among the records above, which one has the highest energy?

C45H72BFN17O4